Entry 1:
Computed, not measured: a 3-piece molecular cluster, C32H66I2N2O10S overall at a distorted geometry, with the ωB97M-V functional and the def2-TZVPD basis.

Cartesian coordinates (Å):
C -0.0656 -0.2102 -2.6384
C -0.3208 0.3782 -1.2345
C -0.0555 1.9046 -1.2939
C 0.6580 -0.2031 -0.2044
C 0.6387 -1.7051 0.0873
C -0.6063 -2.3133 0.7626
C -1.2094 -1.2344 1.7128
C -0.3914 -0.7385 2.9312
C -0.5907 0.7814 3.1256
O 0.9854 -1.0502 2.9421
C -0.2625 -3.5713 1.6025
C 0.4552 -4.7911 0.9230
I 1.7412 -5.6787 2.4670
C 1.2819 -4.6523 -0.3532
C 2.7250 -4.1161 -0.2263
I 1.4366 -6.6447 -1.2385
C -1.4260 -4.1860 2.3877
C -1.7634 -3.5712 3.7578
C -2.2984 -4.6556 4.6670
O -1.6882 -5.0504 5.6382
O -2.6161 -4.4747 1.6442
S -3.1481 -3.5633 0.4510
O -3.6560 -4.4888 -0.5181
O -4.0927 -2.6222 0.9941
C -1.7908 -2.5876 -0.2554
C -1.4378 -3.2137 -1.6035
C -2.4991 -2.9933 -2.7164
C -1.8403 -2.9881 -4.1020
O -3.3081 -1.8578 -2.4852
H -0.9793 -0.4452 -3.1770
H 0.4591 0.5269 -3.2447
H 0.5939 -1.0759 -2.6074
H -1.3640 0.2951 -0.9332
H -0.9286 2.4518 -1.6373
H 0.1265 2.2483 -0.2710
H 0.8349 2.1408 -1.8691
H 0.5736 0.3973 0.6966
H 1.6478 0.0201 -0.6172
H 0.9440 -2.2146 -0.8205
H 1.4552 -1.8901 0.7818
H -1.5416 -0.3822 1.1243
H -2.1443 -1.6252 2.1133
H -0.7944 -1.1553 3.8491
H 0.1604 1.3575 2.5888
H -0.4618 1.0081 4.1839
H -1.6023 1.0829 2.8632
H 1.4985 -0.4129 2.4467
H 0.4040 -3.2079 2.3817
H -0.2774 -5.5793 0.7794
H 0.7935 -4.1014 -1.1393
H 3.4392 -4.9305 -0.1887
H 2.9565 -3.5633 -1.1378
H 2.8427 -3.4622 0.6305
H -1.0516 -5.1745 2.6617
H -2.5639 -2.8347 3.6631
H -0.8804 -3.1407 4.2161
H -3.2862 -5.0735 4.4036
H -2.2583 -1.6232 -0.4237
H -1.3751 -4.2977 -1.4759
H -0.4775 -2.9062 -2.0043
H -3.1603 -3.8530 -2.7128
H -0.8420 -2.5515 -4.0889
H -2.4380 -2.3985 -4.7956
H -1.7602 -4.0093 -4.4652
H -2.9433 -1.0892 -2.9244
C 7.0635 3.1283 2.0883
O 7.6290 2.0587 2.8194
C 7.7619 2.3044 4.2144
C 6.8154 1.4376 5.0167
N 5.4296 1.8450 4.8221
C 4.4391 0.9154 5.3596
C 4.3800 -0.4956 4.7844
O 3.9300 -0.5632 3.4444
C 4.9174 -0.3430 2.4537
H 7.1644 2.8889 1.0310
H 5.9992 3.2619 2.3124
H 7.5897 4.0664 2.2865
H 7.6104 3.3631 4.4427
H 8.7876 2.0444 4.4902
H 7.0652 1.5277 6.0779
H 6.9889 0.3957 4.7161
H 5.2589 1.9615 3.8324
H 3.4577 1.3716 5.2063
H 4.5869 0.8423 6.4415
H 3.6404 -1.0498 5.3673
H 5.3277 -1.0357 4.8944
H 5.9012 -0.6964 2.7705
H 4.9822 0.7130 2.1746
H 4.6198 -0.8998 1.5632
C -5.6464 3.3803 -6.6518
O -5.1054 4.6828 -6.5482
C -5.8580 5.5690 -5.7289
C -5.1100 5.9088 -4.4577
N -5.0255 4.7567 -3.5689
C -4.1170 4.9224 -2.4384
C -2.6345 5.1413 -2.7237
O -1.9708 4.0200 -3.2784
C -2.0865 3.8743 -4.6824
H -5.0836 2.8546 -7.4213
H -5.5548 2.8214 -5.7139
H -6.6990 3.4103 -6.9469
H -6.8436 5.1529 -5.5026
H -6.0049 6.4894 -6.3007
H -5.6368 6.7165 -3.9411
H -4.1195 6.2834 -4.7490
H -4.7311 3.9511 -4.1044
H -4.2029 4.0210 -1.8263
H -4.4777 5.7546 -1.8257
H -2.1467 5.3233 -1.7623
H -2.4511 6.0324 -3.3355
H -2.1542 4.8398 -5.1887
H -2.9484 3.2585 -4.9540
H -1.1918 3.3591 -5.0338

Computed properties:
Molecular weight (g/mol): 924.8
LUMO level (eV): 0.21
Electronic energy (eV): -84741.6647
SMILES string: CC(C)CC[C@]1(C[C@H](C)O)[C@H]([C@H](I)[C@@H](C)I)[C@@H](CC=O)OS(=O)(=O)[C@@H]1C[C@H](C)O.COCCNCCOC.COCCNCCOC
HOMO energy (Eh): -0.3266

***

Entry 2:
Computed, not measured: C32H67BBr16IN4O3 as an isolated structure at a distorted geometry, with the ωB97M-V functional and the def2-TZVPD basis.

Cartesian coordinates (Å):
C 0.9837 -2.9591 1.5047
C 2.1675 -3.0985 0.5348
C 3.1817 -1.9559 0.6244
C 2.6098 -0.5363 0.5090
C 1.9492 -0.2626 -0.8344
C 1.5663 1.2027 -1.0825
C 0.7830 1.9264 0.0099
N -0.6696 1.5710 0.1040
C -1.4394 1.8874 -1.1414
O -2.0600 0.8210 -1.7790
C -1.2984 -0.3707 -1.9448
C -2.0975 -1.3399 -2.8180
O -2.1764 -2.6463 -2.3095
C -2.8970 -2.8418 -1.1162
C -4.3451 -2.3910 -1.1691
C -1.2765 2.0582 1.2416
N -2.4564 1.6380 1.6360
C -3.2773 0.5847 1.0328
C -4.5013 0.4075 1.9076
N -5.2754 1.4113 2.0863
N -0.6412 3.0449 2.0245
I -1.7300 4.8115 2.0368
B -0.1088 2.6180 3.3310
C 0.4991 1.1957 3.5161
O -0.0975 3.5183 4.3742
H 1.3208 -2.4821 2.4271
H 0.1972 -2.3456 1.0529
H 0.5624 -3.9351 1.7381
H 1.7932 -3.1758 -0.4870
H 2.6991 -4.0294 0.7346
H 3.7635 -2.0350 1.5429
H 3.8725 -2.0731 -0.2183
H 1.9026 -0.3629 1.3196
H 3.4436 0.1624 0.6269
H 2.6639 -0.5419 -1.6163
H 1.0895 -0.9247 -0.9796
H 2.4856 1.7844 -1.1998
H 1.0590 1.2795 -2.0474
H 1.2592 1.7264 0.9635
H 0.8664 2.9957 -0.1790
H -2.2343 2.5929 -0.8965
H -0.7542 2.3867 -1.8250
H -1.0552 -0.8236 -0.9805
H -0.3603 -0.1252 -2.4441
H -1.5867 -1.4487 -3.7743
H -3.0807 -0.9127 -3.0341
H -2.8625 -3.9181 -0.9433
H -2.3875 -2.3839 -0.2570
H -4.9212 -2.9677 -1.8879
H -4.4391 -1.3238 -1.3813
H -4.7862 -2.5517 -0.1839
H -2.8909 2.1023 2.4198
H -2.6786 -0.3184 0.9402
H -3.6186 0.9213 0.0589
H -4.6826 -0.5714 2.3524
H -6.0707 1.1505 2.6764
H 1.5885 1.2669 3.5410
H 0.1879 0.8073 4.4874
H 0.2269 0.4548 2.7644
H -0.9255 3.6057 4.8381
Br -7.5045 -3.7448 4.1035
C -7.0993 -2.1274 5.0948
C -8.1504 -1.0669 4.9094
Br -8.0579 -0.2523 3.1388
H -6.1220 -1.7963 4.7592
H -7.0438 -2.4172 6.1412
H -8.0075 -0.2557 5.6186
H -9.1570 -1.4593 5.0017
Br 1.1031 5.1363 -1.7444
C 1.5309 6.0904 -0.1009
C 1.1425 7.5410 -0.1815
Br 2.3785 8.5441 -1.2911
H 2.5934 5.9553 0.0704
H 0.9734 5.5784 0.6811
H 1.1868 7.9960 0.8054
H 0.1531 7.6796 -0.6047
Br 2.0638 -6.2448 -1.2956
C 2.9686 -6.4313 -3.0010
C 4.0575 -5.4033 -3.1538
Br 3.3277 -3.6277 -3.4806
H 2.2024 -6.3332 -3.7649
H 3.3857 -7.4355 -3.0202
H 4.6840 -5.6313 -4.0124
H 4.6713 -5.3232 -2.2635
Br 4.8564 3.2074 1.1791
C 6.0551 4.7378 1.0414
C 5.8936 5.4659 -0.2666
Br 6.6757 4.4830 -1.7457
H 7.0581 4.3468 1.1712
H 5.8038 5.3864 1.8769
H 6.4159 6.4187 -0.2293
H 4.8526 5.6352 -0.5221
Br -0.8850 -6.4673 -4.2259
C -0.2165 -8.1909 -4.8299
C 0.1505 -8.1697 -6.2898
Br -1.4191 -8.1770 -7.4337
H -0.9893 -8.9203 -4.6130
H 0.6604 -8.4026 -4.2210
H 0.7130 -9.0623 -6.5521
H 0.7222 -7.2861 -6.5543
Br -5.5326 5.6639 -0.7872
C -6.2774 4.4223 0.5167
C -7.7815 4.4526 0.5295
Br -8.4653 6.0449 1.4062
H -5.8581 4.6924 1.4798
H -5.9187 3.4374 0.2302
H -8.1686 3.6107 1.0989
H -8.2005 4.4401 -0.4708
Br 8.7519 5.6048 -4.8929
C 8.3941 4.1504 -6.1302
C 7.5052 3.0998 -5.5202
Br 8.4595 1.9891 -4.2394
H 9.3564 3.7505 -6.4301
H 7.9043 4.6057 -6.9874
H 7.1446 2.4190 -6.2872
H 6.6628 3.5331 -4.9910
Br 1.5034 -5.5071 4.7451
C 1.4444 -4.4417 6.3690
C 0.7608 -3.1206 6.1407
Br 1.8944 -1.8900 5.1476
H 2.4695 -4.3203 6.7010
H 0.8917 -5.0324 7.0951
H 0.5466 -2.6293 7.0866
H -0.1538 -3.2318 5.5679

Computed properties:
Charge: +1
Molecular weight (g/mol): 1972.1
LUMO level (eV): -4.15
Electronic energy (eV): -1175826.1662
HOMO energy (Eh): -0.4123

***

Entry 3:
Computed, not measured: C32H67BCaCl7FMg2N3O7S2 as an isolated structure at a distorted geometry, with the ωB97M-V functional and the def2-TZVPD basis.

Cartesian coordinates (Å):
C 5.0083 1.7783 -0.3265
C 6.1955 1.8810 -1.3490
C 6.5027 0.5539 -2.0663
C 5.2611 -0.2586 -2.4668
C 4.8001 -1.1958 -1.3030
C 4.8627 -2.7076 -1.6305
C 3.6657 -3.5076 -1.1124
C 2.3265 -3.2292 -1.8390
O 2.4214 -3.7203 -3.1476
B 2.0268 -5.1388 -3.1733
O 1.6212 -5.4018 -1.7818
C 1.2542 -4.1655 -1.2169
C 1.2420 -4.2099 0.3156
C 0.9590 -2.8187 0.9476
C -0.2787 -2.8602 1.8784
N -0.8958 -1.5831 2.1013
C -0.2554 -4.0148 -1.6164
C -0.6501 -2.9866 -2.7008
C -1.5057 -1.8266 -2.1246
S -3.2316 -2.3875 -1.8700
C -4.2737 -1.5241 -3.0671
S -4.4580 -2.1775 -4.5535
N -4.9515 -0.3282 -2.7667
C -5.0623 -0.0662 -1.3242
C -5.8732 1.2139 -1.1420
O -5.0881 2.2942 -1.6264
C -4.9487 2.1647 -3.0256
C -4.3230 0.8247 -3.4480
H 5.3340 1.4043 0.6759
H 4.6384 2.8162 -0.1407
H 4.1429 1.2259 -0.6788
H 7.0901 2.1353 -0.7592
H 6.0861 2.7285 -2.0769
H 7.0354 0.8072 -2.9915
H 7.2135 -0.0279 -1.4773
H 5.3942 -0.8025 -3.4023
H 4.4247 0.4329 -2.6421
H 5.5064 -1.0143 -0.4880
H 3.8173 -0.9014 -0.9273
H 5.7453 -3.0967 -1.1098
H 5.0430 -2.8675 -2.6972
H 3.9134 -4.5683 -1.2303
H 3.5913 -3.3263 -0.0323
H 2.1793 -2.1445 -1.8086
H 1.0459 -5.3784 -3.8509
H 3.0592 -5.7623 -3.5308
H 2.2036 -4.6210 0.6872
H 0.4456 -4.9226 0.6033
H 1.8263 -2.4998 1.5357
H 0.7857 -2.1120 0.1337
H -1.0163 -3.5644 1.4788
H 0.0284 -3.2446 2.8648
H -1.3345 -1.2035 1.2723
H -0.2660 -0.9197 2.5285
H -0.5635 -5.0027 -1.9572
H -0.8907 -3.8028 -0.7472
H -1.3229 -3.5028 -3.3934
H 0.1670 -2.6001 -3.3124
H -1.1017 -1.5359 -1.1519
H -1.4847 -1.0117 -2.8496
H -4.0671 0.1358 -0.9044
H -5.5425 -0.9047 -0.8203
H -6.7874 1.1820 -1.7504
H -6.1032 1.3783 -0.0904
H -5.9485 2.2978 -3.4667
H -4.2944 2.9439 -3.4242
H -4.3829 0.7159 -4.5293
H -3.2685 0.8632 -3.1240
Mg 4.1907 -6.8124 -4.4099
F 4.6412 0.7650 1.8266
C -6.2545 7.6973 -5.0845
C -6.1551 6.5399 -6.0748
C -5.4663 5.2944 -5.5018
O -4.0584 5.3653 -5.3810
C -3.6152 6.0569 -4.2295
N -5.5010 7.0180 -7.2968
H -5.3099 8.2301 -4.9753
H -6.9910 8.4230 -5.4286
H -6.5655 7.3479 -4.0974
H -7.1772 6.2480 -6.3324
H -5.6508 4.4666 -6.1928
H -5.9014 5.0004 -4.5366
H -4.2832 5.9054 -3.3764
H -3.5038 7.1248 -4.4314
H -2.6312 5.6646 -3.9719
H -5.5357 6.2855 -8.0005
H -4.5092 7.1166 -7.0953
Mg 2.0465 -5.4743 2.2574
C 3.1235 4.2293 2.4774
Cl 3.0127 5.5644 1.2609
Cl 2.3629 4.7421 3.9652
Cl 2.3622 2.8087 1.8262
Cl 4.8295 3.8628 2.7723
Cl -1.9181 -0.8946 4.4394
O 2.1469 -2.0924 4.3937
C 2.8645 -1.7518 5.3400
C 2.5567 -2.9952 6.6896
O 3.2560 -2.6671 7.6598
H 2.6633 -0.7854 5.8326
H 3.9607 -1.7842 5.2105
H 2.7616 -3.9715 6.2123
H 1.4598 -2.9995 6.8156
Ca 4.9534 4.3855 -0.5119
C 2.8156 -5.7755 10.4744
C 1.7811 -5.0547 9.6247
C 0.9562 -4.0834 10.4546
O 0.9191 -6.0093 9.0013
H 2.3277 -6.3609 11.2586
H 3.3923 -6.4722 9.8648
H 3.5038 -5.0710 10.9436
H 2.2754 -4.5077 8.8234
H 0.4100 -4.6155 11.2385
H 0.2153 -3.5812 9.8311
H 1.5876 -3.3270 10.9227
H 0.4665 -6.4972 9.6973
Cl -1.8825 6.5842 -1.3074
C -2.6948 6.6254 0.2819
C -4.1934 6.5225 0.1463
Cl -4.8954 7.9736 -0.6110
H -2.3985 7.5413 0.7872
H -2.3202 5.7792 0.8560
H -4.6441 6.4254 1.1325
H -4.4797 5.6591 -0.4505

Computed properties:
Charge: +1
Molecular weight (g/mol): 1036.7
LUMO level (eV): -5.92
Electronic energy (eV): -195100.3871
HOMO energy (Eh): -0.2706

***

Entry 4:
Computed, not measured: a 3-piece molecular cluster, C32H69N2O9P2 overall at a distorted geometry, with the ωB97M-V functional and the def2-TZVPD basis.

Cartesian coordinates (Å):
C -0.6412 -5.1286 0.8420
C 0.3527 -6.2996 1.0106
C 1.8043 -5.8250 0.9521
C 2.1709 -4.7072 1.9583
C 3.1348 -3.6763 1.3333
C 2.4042 -2.4817 0.6940
C 2.8273 -1.1398 1.3261
C 1.7106 -0.0851 1.3272
C 2.1574 1.3729 1.0234
C 2.6074 1.4346 -0.4561
C 1.5685 1.7493 -1.5140
C 0.1415 1.2402 -1.4640
N 1.9689 2.4444 -2.4919
C 3.3792 1.7487 1.8838
C 3.1376 1.8790 3.4058
C 3.4452 0.5955 4.1798
C 4.1895 2.8966 3.9228
N 1.7857 2.4176 3.7422
O 0.9829 1.5428 4.2345
C 1.1485 3.1783 2.6396
C -0.2840 3.5306 3.1159
C 1.8351 4.5322 2.3417
C 0.9879 2.3328 1.3593
H -1.5274 -5.4022 0.2752
H -0.1426 -4.2820 0.3657
H -0.9249 -4.7773 1.8337
H 0.1862 -7.0739 0.2631
H 0.1970 -6.7025 2.0139
H 2.0697 -5.4880 -0.0540
H 2.4655 -6.6698 1.1595
H 1.2923 -4.2082 2.3685
H 2.6717 -5.1926 2.7987
H 3.7484 -4.2087 0.6049
H 3.8135 -3.3569 2.1263
H 2.6797 -2.4333 -0.3623
H 1.3225 -2.5889 0.7720
H 3.1368 -1.3428 2.3504
H 3.7195 -0.7601 0.8255
H 1.1501 -0.1000 2.2652
H 0.9958 -0.3863 0.5593
H 3.3712 2.2083 -0.5486
H 3.0987 0.5090 -0.7696
H 0.0323 0.2434 -1.0484
H -0.2205 1.1952 -2.4922
H -0.5050 1.9558 -0.9584
H 1.2114 2.5917 -3.1585
H 3.7020 2.7318 1.5332
H 4.2293 1.0883 1.7207
H 2.6906 -0.1714 4.0530
H 3.5994 0.8325 5.2315
H 4.4052 0.2301 3.8136
H 5.1650 2.4123 3.8392
H 4.2506 3.7835 3.2983
H 3.9974 3.1293 4.9678
H -0.1815 3.8067 4.1678
H -0.9705 2.6945 3.0451
H -0.6655 4.4167 2.6125
H 1.0930 5.3034 2.1512
H 2.4740 4.4708 1.4616
H 2.4116 4.8736 3.1992
H 0.1062 1.7104 1.5175
H 0.7427 3.0331 0.5593
O 0.4471 -7.8758 -2.8859
P -0.9260 -8.1870 -3.3037
O -0.9253 -8.6737 -4.8370
C -0.1420 -9.8200 -5.2006
C -0.5190 -11.0815 -4.4470
O -1.6471 -6.7408 -3.4687
C -1.0780 -5.5679 -2.8841
C -0.3262 -4.7574 -3.9226
O -2.1747 -8.9306 -2.6787
C -3.5245 -8.7521 -3.1473
C -3.8741 -9.4640 -4.4355
H 0.9155 -9.5918 -5.0506
H -0.3010 -9.9621 -6.2687
H -0.2297 -11.0131 -3.3950
H -0.0152 -11.9454 -4.8805
H -1.5921 -11.2561 -4.4742
H -0.4310 -5.8335 -2.0495
H -1.8997 -4.9759 -2.4767
H 0.2715 -5.4022 -4.5655
H 0.3289 -4.0266 -3.4463
H -1.0257 -4.2211 -4.5662
H -3.7695 -7.6946 -3.2096
H -4.1405 -9.1635 -2.3474
H -3.4778 -8.9482 -5.3085
H -4.9596 -9.4893 -4.5416
H -3.5008 -10.4861 -4.4461
O -4.4868 7.6573 -0.9440
P -3.3311 8.3550 -0.3668
O -2.8415 7.5779 0.9554
C -2.4504 6.2021 0.8488
C -1.3036 5.9926 -0.1233
O -3.9492 9.6955 0.3085
C -5.2529 10.1656 -0.0436
C -6.2748 9.7601 1.0008
O -2.0064 9.0312 -0.9077
C -1.2336 9.9842 -0.1537
C -0.3676 9.4102 0.9464
H -3.3139 5.5979 0.5622
H -2.1488 5.8927 1.8483
H -1.6278 6.1594 -1.1539
H -0.9175 4.9743 -0.0505
H -0.4863 6.6836 0.0694
H -5.5387 9.8028 -1.0295
H -5.1892 11.2531 -0.1073
H -6.1280 8.7266 1.3113
H -7.2891 9.8726 0.6164
H -6.1760 10.3817 1.8922
H -1.8738 10.7750 0.2298
H -0.5845 10.4476 -0.8969
H -0.9481 9.1480 1.8294
H 0.3605 10.1631 1.2516
H 0.1692 8.5230 0.6164

Computed properties:
Molecular weight (g/mol): 687.9
LUMO level (spin up / spin down) (eV): 0.59 / 0.25
Multiplicity: 2
Electronic energy (eV): -74290.4301
HOMO energy (spin up / spin down) (Eh): -0.3130 / -0.3507
<S²>: 0.754